A molecular structure, C54H48BBiN8P at a distorted geometry. Source: the Open Molecules 2025 dataset; level of theory: ωB97M-V with the def2-TZVPD basis set.

**Net charge**: -1
**Gap between HOMO and LUMO**: 6.5 eV
**LUMO**: 0.092 hartree
**Electronic energy**: -3105.5821 Ha
**Relative energy (zero: lowest compared OMol25 entry of this formula, charge and spin)**: 15.9 kJ/mol

Atoms and positions in Å:
1 Bi 0.19347 0.30679 -0.43738
2 C -4.30648 1.19155 3.92476
3 C -2.86659 0.92657 3.61773
4 C -1.76163 1.11664 4.41828
5 C -0.66465 0.72986 3.61595
6 N -1.07656 0.34716 2.42101
7 N -2.42280 0.46183 2.42302
8 B -3.29311 0.11440 1.19326
9 N -3.28934 1.28389 0.15607
10 N -2.15159 1.90318 -0.24956
11 C -2.50060 2.75976 -1.18770
12 C -3.89093 2.73014 -1.39687
13 C -4.35997 1.77847 -0.51624
14 C -5.78276 1.38034 -0.26925
15 C -1.50232 3.61341 -1.86164
16 C -1.67808 3.96676 -3.19999
17 C -0.75973 4.78381 -3.84399
18 C 0.35419 5.25807 -3.15796
19 C 0.54442 4.89918 -1.83049
20 C -0.37559 4.08156 -1.18568
21 N -2.86654 -1.25330 0.56242
22 N -1.57106 -1.61875 0.35878
23 C -1.58558 -2.83575 -0.16226
24 C -2.90653 -3.28783 -0.30141
25 C -3.69108 -2.26357 0.17767
26 C -5.18577 -2.24888 0.24379
27 C -0.32977 -3.53614 -0.51452
28 C 0.91349 -3.06202 -0.09743
29 C 2.08630 -3.69969 -0.46677
30 C 2.04148 -4.84578 -1.24666
31 C 0.80837 -5.34248 -1.65482
32 C -0.36286 -4.69298 -1.29254
33 C 0.77937 0.69777 3.94033
34 C 1.65608 -0.07826 3.17800
35 C 3.01627 -0.09187 3.44789
36 C 3.52664 0.65762 4.50082
37 C 2.66233 1.42051 5.27683
38 C 1.30081 1.44215 4.99686
39 H -4.38867 1.58503 4.93796
40 H -4.91060 0.28425 3.85730
41 H -4.73580 1.92347 3.23621
42 H -1.75942 1.46131 5.44306
43 H -4.42691 0.00044 1.56656
44 H -4.47613 3.34255 -2.06726
45 H -6.43706 2.07953 -0.78848
46 H -6.02910 1.39972 0.79295
47 H -6.00188 0.37833 -0.63702
48 H -2.52952 3.57118 -3.74363
49 H -0.90348 5.03543 -4.88882
50 H 1.07846 5.88794 -3.66007
51 H 1.41522 5.25534 -1.28948
52 H -0.22633 3.80491 -0.14622
53 H -3.26211 -4.23176 -0.68654
54 H -5.54615 -3.27706 0.26385
55 H -5.61492 -1.76651 -0.63617
56 H -5.55973 -1.73183 1.12551
57 H 0.98214 -2.18686 0.53621
58 H 3.03678 -3.29140 -0.14466
59 H 2.95714 -5.34523 -1.53813
60 H 0.75790 -6.23150 -2.27155
61 H -1.31403 -5.07514 -1.64611
62 H 1.25327 -0.66759 2.36183
63 H 3.68001 -0.68260 2.82585
64 H 4.58868 0.64981 4.71172
65 H 3.05110 2.01245 6.09630
66 H 0.63741 2.06204 5.59056
67 N 2.41854 -0.03115 -0.68056
68 P 3.47138 1.02986 -1.04337
69 C 3.23286 2.73859 -0.40994
70 C 2.52110 2.89489 0.78035
71 C 2.32772 4.15416 1.33702
72 C 2.85398 5.27438 0.70512
73 C 3.56345 5.13137 -0.48241
74 C 3.74533 3.87208 -1.04002
75 C 3.72033 1.29679 -2.83960
76 C 4.94296 1.19081 -3.49985
77 C 5.00403 1.26344 -4.88883
78 C 3.84220 1.42623 -5.63174
79 C 2.61456 1.52550 -4.98720
80 C 2.55684 1.46424 -3.60171
81 C 5.12847 0.59016 -0.38710
82 C 5.23219 -0.66792 0.19938
83 C 6.43160 -1.09327 0.75906
84 C 7.54087 -0.25830 0.73790
85 C 7.44638 1.00293 0.15851
86 C 6.24503 1.42565 -0.39660
87 H 2.13446 2.01588 1.28392
88 H 1.76763 4.25186 2.25971
89 H 2.70689 6.25947 1.13173
90 H 3.96362 6.00656 -0.98250
91 H 4.25449 3.77378 -1.99423
92 H 5.85303 1.03030 -2.93668
93 H 5.96114 1.17336 -5.39004
94 H 3.89014 1.45553 -6.71483
95 H 1.69482 1.60992 -5.55706
96 H 1.58633 1.50740 -3.11346
97 H 4.34525 -1.29389 0.20722
98 H 6.50050 -2.07508 1.21489
99 H 8.47684 -0.58450 1.17640
100 H 8.30812 1.66091 0.14655
101 H 6.18104 2.41710 -0.82940
102 N -0.41652 0.00222 -2.27358
103 C 0.01112 -0.35108 -3.52269
104 C 1.03815 -1.29857 -3.75412
105 C 1.45889 -1.61130 -5.03746
106 C 0.89481 -0.99170 -6.15106
107 C -0.11650 -0.05417 -5.94652
108 C -0.55713 0.25505 -4.66731
109 H 1.49854 -1.76239 -2.88626
110 H 2.25283 -2.33873 -5.17389
111 H 1.23362 -1.23336 -7.15100
112 H -0.57444 0.43495 -6.80093
113 H -1.34640 0.98170 -4.50670

Cartesian forces (eV/Å) of the 3 atoms listed first:
0.82 0.07 -0.14
0.04 -0.04 -0.02
0.11 0.04 -0.10

***

A molecular structure, C4H9N at a distorted geometry. Source: the Open Molecules 2025 dataset; level of theory: ωB97M-V with the def2-TZVPD basis set.

**Gap between HOMO and LUMO**: 10.0 eV
**LUMO**: 0.027 hartree
**Electronic energy**: -212.4422 Ha
**Relative energy (zero: lowest compared OMol25 entry of this formula, charge and spin)**: 286.1 kJ/mol

Atoms and positions in Å:
1 C 0.79659 0.39542 1.44620
2 C 0.32540 0.75830 0.17474
3 C 0.59139 2.08097 0.54101
4 C -1.49149 -2.64319 -1.03894
5 N 0.14738 0.10149 -0.90777
6 H 1.78846 -0.00297 1.61036
7 H -2.36592 -2.15219 -0.61278
8 H 0.26942 0.70068 2.34148
9 H 0.12752 2.61156 1.35901
10 H 1.37042 2.64547 0.04394
11 H -0.72475 -1.90004 -1.25623
12 H -1.06646 -3.33556 -0.31202
13 H -1.80523 -3.15756 -1.94605
14 H 0.04210 0.75016 -1.68910

Cartesian forces (eV/Å) of the 3 atoms listed first:
1.01 2.12 1.01
-1.79 -1.76 -2.72
1.17 0.41 1.80

***

A single HO2PS molecule at a distorted geometry. Source: the Open Molecules 2025 dataset; level of theory: ωB97M-V with the def2-TZVPD basis set.

**Gap between HOMO and LUMO**: 8.8 eV
**LUMO**: -0.066 hartree
**Electronic energy**: -890.5914 Ha
**Relative energy (zero: lowest compared OMol25 entry of this formula, charge and spin)**: 95.5 kJ/mol

Atoms and positions in Å:
1 O -2.32046 0.70609 0.41888
2 O -0.04786 0.21833 -0.07996
3 P -1.55709 -0.28873 -0.30779
4 S 1.63803 -0.84718 -0.26581
5 H 2.28739 0.21149 0.23468

Cartesian forces (eV/Å) of the 3 atoms listed first:
-1.05 0.59 0.31
3.36 -1.69 -0.23
0.87 -0.59 -0.21

***

A molecular structure, C49H46N5O5TeTi at a distorted geometry. Source: the Open Molecules 2025 dataset; level of theory: ωB97M-V with the def2-TZVPD basis set.

**Net charge**: -1
**Gap between HOMO and LUMO (alpha / beta)**: 3.3 / 6.7 eV
**LUMO (alpha / beta)**: 0.074 / 0.074 hartree
**Electronic energy**: -3662.4763 Ha
**2S+1**: 3
**Relative energy (zero: lowest compared OMol25 entry of this formula, charge and spin)**: 99.3 kJ/mol

Atoms and positions in Å:
1 Ti -0.55123 -0.20575 -0.96646
2 C -3.53493 -3.13794 -0.56324
3 C -2.12510 -2.63648 -0.66371
4 O -2.00858 -1.48603 -1.24196
5 C -1.07927 -3.39157 -0.19444
6 C 0.29614 -3.04136 -0.26971
7 C 1.31314 -4.08267 0.07485
8 N 0.67185 -1.84694 -0.64795
9 N 2.04601 -1.62229 -0.76362
10 C 2.20241 -0.49691 -1.36833
11 O 1.19336 0.21077 -1.80623
12 C 3.57541 0.03139 -1.58219
13 C 4.67257 -0.60287 -1.00615
14 C 5.94913 -0.10454 -1.21364
15 C 6.13812 1.02981 -1.99526
16 C 5.04564 1.66671 -2.56373
17 C 3.76434 1.16888 -2.35480
18 H -3.90292 -3.39160 -1.56068
19 H -4.16401 -2.34131 -0.16625
20 H -3.61104 -4.01116 0.08151
21 H -1.31359 -4.34208 0.26159
22 H 0.83051 -4.93284 0.55100
23 H 2.06606 -3.67312 0.74295
24 H 1.82296 -4.41180 -0.83502
25 H 4.50417 -1.48035 -0.39498
26 H 6.79908 -0.59717 -0.75672
27 H 7.13663 1.42183 -2.14853
28 H 5.18735 2.55948 -3.16109
29 H 2.89866 1.66685 -2.77302
30 C -3.13559 -0.22099 -4.37488
31 C -1.71458 0.11674 -4.04017
32 O -1.38827 0.36009 -2.89101
33 N -0.80734 0.15905 -5.02785
34 C 0.59407 0.24200 -4.67570
35 C 1.22250 -1.10904 -4.41628
36 C 2.58187 -1.31322 -4.61930
37 C 3.12968 -2.53220 -4.25793
38 C 2.30363 -3.50584 -3.72731
39 C 0.95323 -3.21570 -3.58792
40 N 0.42007 -2.04713 -3.92442
41 H -3.78707 0.38993 -3.75197
42 H -3.28902 -1.26770 -4.10092
43 H -3.37527 -0.07877 -5.42862
44 H -1.08113 -0.23340 -5.91193
45 H 0.63580 0.79929 -3.73721
46 H 1.14818 0.79756 -5.43206
47 H 3.19787 -0.51573 -5.01743
48 H 4.19025 -2.71277 -4.38199
49 H 2.68763 -4.46862 -3.41906
50 H 0.27054 -3.94979 -3.17276
51 C -3.97813 2.84940 4.31984
52 C -3.12470 2.00048 3.41032
53 C -2.64180 0.77201 3.83644
54 C -1.79618 -0.04907 3.06422
55 C -1.38254 -1.34234 3.63844
56 O -2.19656 -1.91934 4.43704
57 C -0.04927 -1.88683 3.44238
58 C 1.05097 -1.18275 2.89506
59 C 2.32281 -1.71970 2.87861
60 C 2.58026 -2.98821 3.40847
61 C 1.50858 -3.70537 3.94360
62 C 0.23106 -3.17602 3.96236
63 C -1.52400 0.42046 1.76038
64 O -0.88140 -0.36056 0.86468
65 C -2.02910 1.63531 1.29367
66 C -2.81292 2.44043 2.12532
67 C -1.78001 1.92671 -0.13006
68 N -0.53950 1.88104 -0.66158
69 C 0.59865 2.22831 0.20877
70 C 0.44668 3.65333 0.72105
71 Te 2.08650 4.33271 1.90452
72 C 1.76778 2.96663 3.47004
73 C 2.81991 2.18295 3.93674
74 C 2.60651 1.27103 4.96242
75 C 1.33913 1.11425 5.50350
76 C 0.28717 1.88593 5.03163
77 C 0.49968 2.82101 4.02752
78 C -2.89907 2.22819 -1.02957
79 C -4.20965 1.84292 -0.72166
80 C -5.25330 2.12587 -1.59103
81 C -5.01819 2.80751 -2.77941
82 C -3.71991 3.20190 -3.09252
83 C -2.67467 2.91404 -2.23176
84 H -4.09969 2.37395 5.29410
85 H -4.97596 3.01266 3.90254
86 H -3.53140 3.83496 4.48164
87 H -2.90761 0.39242 4.81782
88 H 0.90609 -0.17613 2.52494
89 H 3.13419 -1.13310 2.45654
90 H 3.58278 -3.40140 3.40517
91 H 1.67947 -4.69369 4.36126
92 H -0.59358 -3.72013 4.40524
93 H -3.20889 3.37916 1.74717
94 H 1.50122 2.15110 -0.39368
95 H 0.70998 1.54639 1.05894
96 H -0.43740 3.75417 1.34804
97 H 0.35892 4.35860 -0.10873
98 H 3.80090 2.26982 3.48451
99 H 3.42058 0.64407 5.30240
100 H 1.16242 0.36257 6.26249
101 H -0.71006 1.74533 5.42716
102 H -0.33155 3.41394 3.66284
103 H -4.39644 1.30528 0.19920
104 H -6.25793 1.80966 -1.33645
105 H -5.83703 3.03421 -3.45183
106 H -3.52392 3.74317 -4.01154
107 H -1.65977 3.20804 -2.46667

Cartesian forces (eV/Å) of the 3 atoms listed first:
-0.64 0.79 0.62
-0.07 -0.07 0.03
0.02 0.21 -0.03

***

A single C4H6O2 molecule at a distorted geometry. Source: the Open Molecules 2025 dataset; level of theory: ωB97M-V with the def2-TZVPD basis set.

**Gap between HOMO and LUMO**: 11.3 eV
**LUMO**: 0.037 hartree
**Electronic energy**: -306.3567 Ha
**Relative energy (zero: lowest compared OMol25 entry of this formula, charge and spin)**: 392.6 kJ/mol

Atoms and positions in Å:
1 C -0.54489 -0.24046 -1.80720
2 O -1.84186 -0.15354 -1.33517
3 C -0.69336 0.34737 -0.42249
4 C -0.16464 0.10408 1.04679
5 C 1.18860 -0.38536 1.38362
6 O 0.96962 0.97893 1.08831
7 H -0.21092 -1.27283 -1.94936
8 H -0.22917 0.43850 -2.60601
9 H -0.87092 1.41400 -0.36501
10 H -0.84025 0.27454 1.90233
11 H 1.72553 -0.97407 0.64418
12 H 1.51225 -0.53117 2.42000

Cartesian forces (eV/Å) of the 3 atoms listed first:
1.14 0.27 0.94
0.38 0.10 2.12
-1.24 -0.26 -0.84

***

Question: Which formula does entry 4 have?
Answer: C49H46N5O5TeTi